Record 1
{
  "formula": "C2H3NO",
  "method": "wB97M-V/def2-TZVPD",
  "smiles": "C#C.N=O",
  "homo_lumo_gap_ev": 9.233,
  "homo_ev": -9.182,
  "symbols": ["C", "C", "H", "H", "N", "O", "H"],
  "xyz": [[1.262, 0.244, -0.750], [1.658, -0.595, 0.042], [0.924, 0.827, -1.476], [1.991, -1.125, 0.821], [-2.128, 0.569, 0.643], [-2.612, -0.501, 0.577], [-1.096, 0.581, 0.143]],
  "atomic_forces_ev_per_a": [[1.96, -4.14, 3.95], [-1.82, 3.81, -3.61], [-1.18, 2.25, -2.66], [1.05, -1.91, 2.28], [1.88, 1.14, -0.61], [-0.15, -0.88, -0.16], [-1.74, -0.27, 0.81]]
}

Record 2
{
  "formula": "CH8NiO7",
  "method": "wB97M-V/def2-TZVPD",
  "homo_lumo_gap_ev": [6.102, 6.418],
  "homo_ev": [-6.938, -7.253],
  "spin_multiplicity": 3,
  "symbols": ["Ni", "C", "O", "O", "O", "O", "H", "H", "O", "H", "H", "O", "H", "H", "O", "H", "H"],
  "xyz": [[0.031, -0.144, -0.097], [1.468, -0.917, -1.908], [0.816, -1.750, -1.113], [1.031, 0.318, -1.710], [2.350, -1.240, -2.691], [-0.155, 1.939, 0.471], [-0.998, 2.255, 0.812], [0.235, 2.683, -0.002], [-1.779, 0.122, -1.154], [-1.935, 0.408, -2.060], [-2.643, 0.010, -0.748], [-1.136, -0.854, 1.581], [-1.798, -1.550, 1.648], [-1.140, -0.403, 2.431], [1.585, -0.207, 1.291], [2.162, -0.978, 1.213], [1.907, 0.307, 2.035]],
  "atomic_forces_ev_per_a": [[0.78, -0.52, -1.58], [0.02, -0.25, -0.08], [-0.35, -0.02, 1.06], [0.05, 0.86, 0.15], [-0.27, 0.16, 0.11], [-0.30, 0.23, 0.64], [0.00, 0.06, -0.09], [0.18, -0.28, -0.28], [-0.69, 0.05, 0.22], [0.45, -0.09, -0.10], [0.00, -0.07, -0.07], [-0.40, 0.12, 0.19], [0.12, -0.11, -0.18], [0.13, -0.03, 0.01], [0.45, -0.26, 0.44], [-0.11, -0.04, -0.31], [-0.04, 0.18, -0.12]]
}

Record 3
{
  "formula": "C15H18N2O6",
  "method": "wB97M-V/def2-TZVPD",
  "smiles": "CC[C@@]1(c2ccccc2OC)C(=O)N(C(=O)OC)N1C(=O)OC",
  "homo_lumo_gap_ev": 9.447,
  "homo_ev": -8.747,
  "symbols": ["C", "C", "C", "C", "C", "C", "C", "C", "C", "O", "C", "C", "O", "N", "C", "O", "O", "C", "N", "C", "O", "O", "C", "H", "H", "H", "H", "H", "H", "H", "H", "H", "H", "H", "H", "H", "H", "H", "H", "H", "H"],
  "xyz": [[-0.404, -1.924, -2.254], [0.752, -1.339, -1.446], [0.388, -0.031, -0.753], [1.469, 0.726, -0.016], [1.070, 1.900, 0.617], [1.952, 2.686, 1.333], [3.274, 2.298, 1.427], [3.697, 1.137, 0.811], [2.816, 0.336, 0.085], [3.210, -0.807, -0.533], [4.544, -1.241, -0.400], [-0.469, 0.885, -1.645], [-0.314, 1.564, -2.606], [-1.573, 0.648, -0.827], [-2.774, 1.319, -0.643], [-3.337, 1.903, -1.523], [-3.173, 1.232, 0.628], [-4.428, 1.832, 0.917], [-0.833, -0.136, 0.094], [-1.259, -1.243, 0.770], [-0.503, -1.988, 1.337], [-2.600, -1.351, 0.772], [-3.122, -2.390, 1.587], [-0.716, -1.241, -3.042], [-0.084, -2.855, -2.717], [-1.264, -2.144, -1.626], [1.588, -1.137, -2.114], [1.075, -2.052, -0.687], [0.037, 2.206, 0.552], [1.607, 3.590, 1.809], [3.983, 2.895, 1.981], [4.733, 0.852, 0.900], [4.595, -2.179, -0.951], [5.248, -0.527, -0.839], [4.807, -1.423, 0.646], [-4.529, 1.806, 1.999], [-5.234, 1.269, 0.444], [-4.451, 2.860, 0.551], [-4.190, -2.418, 1.389], [-2.933, -2.175, 2.641], [-2.657, -3.344, 1.332]],
  "atomic_forces_ev_per_a": [[0.13, 0.07, 0.14], [-0.22, -0.07, -0.18], [0.47, -0.37, 0.12], [0.24, -0.01, -0.01], [0.28, -0.06, 0.00], [-0.06, 0.09, 0.03], [-0.08, -0.02, -0.02], [0.20, -0.19, -0.07], [-0.14, 0.26, 0.07], [-0.19, 0.14, 0.06], [0.19, -0.07, 0.00], [0.04, 0.15, -0.34], [0.07, -0.03, 0.03], [-0.70, -0.46, -0.09], [-0.22, 0.20, 0.35], [-0.01, 0.06, -0.17], [0.44, -0.01, -0.04], [-0.31, 0.25, -0.11], [0.08, 0.50, 0.37], [-0.57, -0.14, -0.07], [0.22, -0.18, 0.06], [0.30, 0.19, -0.35], [0.07, -0.36, 0.20], [-0.08, -0.01, -0.11], [-0.03, -0.06, -0.05], [-0.14, -0.06, -0.01], [-0.01, -0.03, 0.10], [0.10, 0.09, -0.09], [-0.13, 0.02, 0.01], [-0.04, 0.09, 0.04], [0.07, 0.04, 0.05], [0.09, -0.06, -0.01], [0.06, 0.06, 0.05], [-0.04, -0.02, 0.04], [-0.01, 0.03, -0.03], [0.01, -0.01, -0.06], [0.04, 0.04, 0.03], [-0.03, -0.10, 0.07], [0.05, 0.01, 0.01], [-0.03, -0.03, -0.06], [-0.10, 0.07, 0.05]]
}

Values of E, in order: -207.806433 -2077.905339 -1143.309925, all in Ha.
Values of energy relative to the best compared isomer or geometry (same formula, charge and spin), in order: 502.08 0.00 0.00, all in kJ/mol.